(1)
{
  "formula": "C14H14BF3N2O8",
  "method": "wB97M-V/def2-TZVPD",
  "species": ["C", "C", "C", "C", "C", "C", "C", "C", "N", "N", "C", "C", "F", "F", "F", "H", "H", "H", "H", "H", "H", "H", "H", "H", "H", "H", "H", "H", "H", "B", "O", "C", "O", "C", "O", "O", "O", "C", "O", "C", "O", "O"],
  "positions_angstrom": [[-4.157, -3.558, 0.608], [-3.638, -2.516, 1.604], [-2.225, -2.895, 2.089], [-3.766, -1.043, 1.121], [-2.750, -0.640, 0.065], [-2.925, -1.210, -1.175], [-2.055, -0.895, -2.184], [-1.027, -0.052, -1.938], [-0.877, 0.499, -0.742], [0.202, 1.394, -0.585], [-1.707, 0.237, 0.281], [-1.587, 0.897, 1.660], [-0.533, 1.698, 1.816], [-2.680, 1.647, 1.846], [-1.515, -0.028, 2.610], [-5.175, -3.329, 0.282], [-4.177, -4.549, 1.061], [-3.479, -3.646, -0.245], [-4.281, -2.585, 2.486], [-1.467, -2.550, 1.385], [-2.158, -3.964, 2.286], [-2.070, -2.415, 3.056], [-3.743, -0.413, 2.001], [-4.745, -0.931, 0.649], [-3.747, -1.881, -1.366], [-2.128, -1.313, -3.177], [-0.315, 0.196, -2.712], [0.828, 1.271, -1.383], [0.753, 1.055, 0.202], [5.173, 2.428, -0.893], [6.053, 1.569, -1.712], [5.361, 1.116, -2.747], [5.772, 0.391, -3.606], [3.947, 1.668, -2.653], [3.047, 1.452, -3.424], [3.849, 2.430, -1.575], [5.045, 1.911, 0.483], [5.466, 2.853, 1.326], [5.492, 2.753, 2.517], [5.898, 4.066, 0.512], [6.326, 5.092, 0.950], [5.713, 3.791, -0.779]],
  "homo_lumo_gap_ev": 6.37,
  "e_tot_ha": -1577.92685
}

=====

(2)
{
  "formula": "C31H57N2O2P2RuS",
  "method": "wB97M-V/def2-TZVPD",
  "species": ["C", "C", "C", "C", "C", "H", "H", "H", "N", "P", "P", "C", "H", "H", "C", "H", "C", "C", "C", "C", "C", "H", "H", "H", "C", "H", "H", "H", "C", "H", "H", "H", "C", "H", "H", "H", "C", "H", "H", "H", "C", "H", "H", "H", "C", "H", "H", "H", "C", "H", "H", "H", "C", "H", "H", "H", "C", "H", "H", "H", "C", "H", "H", "H", "C", "H", "H", "H", "Ru", "C", "O", "N", "C", "C", "C", "C", "C", "H", "H", "H", "H", "H", "H", "H", "H", "H", "C", "S", "C", "O", "H", "H", "H", "H", "H", "H"],
  "positions_angstrom": [[2.205, -1.319, -1.122], [1.635, 0.838, -1.851], [3.055, -1.513, -2.222], [2.372, 0.613, -3.056], [3.089, -0.544, -3.230], [3.651, -2.417, -2.239], [2.389, 1.438, -3.773], [3.700, -0.704, -4.118], [1.512, -0.192, -0.930], [0.626, -2.306, 0.953], [0.503, 2.456, 0.100], [2.198, -2.377, -0.037], [2.361, -3.378, -0.465], [3.019, -2.183, 0.677], [1.108, 2.107, -1.541], [1.239, 2.885, -2.307], [-1.116, 3.482, -0.204], [1.884, 3.755, 0.518], [-0.477, -3.532, -0.059], [1.204, -3.260, 2.492], [-2.309, 2.542, 0.015], [-2.358, 2.212, 1.066], [-3.243, 3.083, -0.203], [-2.255, 1.650, -0.624], [-1.256, 4.663, 0.779], [-1.194, 4.338, 1.823], [-0.520, 5.457, 0.609], [-2.251, 5.113, 0.634], [-1.186, 4.024, -1.642], [-2.121, 4.602, -1.742], [-0.356, 4.698, -1.893], [-1.220, 3.220, -2.387], [1.747, 4.158, 1.991], [1.738, 3.271, 2.641], [2.616, 4.781, 2.253], [0.834, 4.730, 2.184], [3.263, 3.121, 0.298], [3.399, 2.190, 0.857], [3.435, 2.903, -0.762], [4.020, 3.841, 0.639], [1.855, 4.992, -0.394], [2.133, 4.746, -1.424], [0.903, 5.522, -0.417], [2.609, 5.693, -0.011], [-0.013, -3.840, 3.222], [0.328, -4.233, 4.192], [-0.764, -3.066, 3.417], [-0.477, -4.669, 2.675], [1.930, -2.270, 3.414], [2.829, -1.855, 2.937], [1.292, -1.428, 3.705], [2.231, -2.796, 4.332], [2.201, -4.393, 2.200], [3.122, -4.032, 1.733], [2.471, -4.849, 3.163], [1.787, -5.186, 1.576], [-0.477, -3.098, -1.531], [0.496, -3.279, -2.014], [-1.225, -3.693, -2.080], [-0.754, -2.042, -1.653], [-1.892, -3.480, 0.524], [-2.313, -2.469, 0.504], [-2.539, -4.126, -0.092], [-1.914, -3.856, 1.553], [-0.028, -5.005, -0.026], [0.994, -5.158, -0.397], [-0.133, -5.467, 0.961], [-0.701, -5.567, -0.694], [0.484, 0.147, 0.887], [2.031, 0.549, 2.100], [1.662, 1.122, 3.147], [-3.247, -0.856, -0.756], [-3.005, -0.739, -1.895], [-3.057, -0.496, -3.370], [-1.933, 0.475, -3.741], [-2.869, -1.807, -4.127], [-4.452, 0.065, -3.633], [-2.083, 1.423, -3.210], [-0.968, 0.056, -3.426], [-1.895, 0.661, -4.826], [-3.600, -2.551, -3.789], [-3.016, -1.656, -5.208], [-1.852, -2.182, -3.963], [-4.687, 0.136, -4.700], [-5.190, -0.590, -3.161], [-4.517, 1.059, -3.186], [-1.432, -0.704, 3.741], [-1.332, 0.389, 2.303], [-1.170, 1.916, 3.273], [3.090, 0.127, 1.582], [-1.898, -0.143, 4.560], [-0.435, -1.044, 4.040], [-2.080, -1.537, 3.451], [-0.676, 1.684, 4.227], [-0.572, 2.666, 2.736], [-2.190, 2.290, 3.448]],
  "s2": 6.068,
  "total_charge": 3,
  "homo_lumo_gap_ev": [6.32, 5.19],
  "spin_multiplicity": 5,
  "e_tot_ha": -2650.10880
}

=====

(3)
{
  "formula": "C20H80O30",
  "method": "wB97M-V/def2-TZVPD",
  "species": ["O", "H", "H", "O", "H", "H", "O", "H", "H", "O", "H", "H", "O", "H", "H", "O", "H", "H", "O", "H", "H", "O", "H", "H", "O", "H", "H", "O", "H", "H", "C", "C", "O", "O", "H", "H", "H", "H", "H", "H", "C", "C", "O", "O", "H", "H", "H", "H", "H", "H", "C", "C", "O", "O", "H", "H", "H", "H", "H", "H", "C", "C", "O", "O", "H", "H", "H", "H", "H", "H", "C", "C", "O", "O", "H", "H", "H", "H", "H", "H", "C", "C", "O", "O", "H", "H", "H", "H", "H", "H", "C", "C", "O", "O", "H", "H", "H", "H", "H", "H", "C", "C", "O", "O", "H", "H", "H", "H", "H", "H", "C", "C", "O", "O", "H", "H", "H", "H", "H", "H", "C", "C", "O", "O", "H", "H", "H", "H", "H", "H"],
  "positions_angstrom": [[-0.410, 4.248, 0.923], [-0.544, 5.160, 0.655], [0.489, 4.087, 0.611], [-0.205, 4.026, -2.036], [0.153, 3.283, -1.570], [0.211, 3.982, -2.901], [2.257, -1.789, 0.122], [1.557, -2.126, 0.724], [3.068, -2.131, 0.417], [2.262, 1.752, -3.534], [2.835, 1.718, -4.284], [2.663, 2.386, -2.923], [-2.871, 3.573, -2.987], [-2.043, 3.719, -2.517], [-3.197, 4.471, -3.172], [-3.778, 1.641, -1.294], [-3.509, 2.223, -2.035], [-4.467, 1.132, -1.572], [4.623, 2.765, 1.446], [4.002, 2.926, 2.179], [4.280, 2.065, 0.861], [-4.202, 0.717, 1.545], [-3.422, 0.554, 1.035], [-3.920, 1.031, 2.401], [2.345, 4.279, 0.232], [2.155, 5.042, 0.748], [3.293, 4.060, 0.460], [-3.046, 3.478, 0.405], [-2.132, 3.550, 0.560], [-3.281, 2.756, -0.171], [0.453, -1.667, 4.094], [0.833, -2.435, 2.852], [-0.088, -2.375, 1.821], [1.640, -1.581, 4.871], [-0.354, -2.194, 4.650], [0.146, -0.670, 3.963], [0.943, -3.457, 3.120], [1.837, -2.112, 2.581], [-0.746, -3.045, 1.935], [1.537, -2.300, 5.533], [1.504, 2.387, 3.217], [0.881, 3.662, 3.993], [-0.529, 3.597, 3.829], [2.883, 2.437, 3.516], [1.382, 2.297, 2.140], [1.004, 1.535, 3.637], [1.272, 4.539, 3.612], [1.135, 3.664, 5.082], [-0.559, 3.782, 2.853], [2.943, 2.190, 4.428], [-1.269, 1.117, -4.457], [-1.142, 2.048, -5.680], [0.263, 2.291, -5.926], [-2.704, 0.837, -4.336], [-0.847, 1.544, -3.569], [-0.906, 0.153, -4.695], [-1.572, 3.062, -5.614], [-1.477, 1.592, -6.587], [0.527, 3.031, -5.328], [-2.831, 0.003, -3.847], [5.520, 0.079, -0.792], [4.185, 0.846, -0.988], [3.487, 0.609, 0.189], [6.270, 0.072, -1.970], [5.366, -0.990, -0.614], [6.046, 0.576, 0.027], [3.667, 0.588, -1.917], [4.302, 1.919, -1.140], [3.133, -0.256, 0.141], [7.210, 0.111, -1.754], [-3.802, -2.720, 1.894], [-2.789, -2.815, 3.013], [-1.959, -4.005, 2.869], [-4.739, -1.760, 2.348], [-4.126, -3.752, 1.702], [-3.317, -2.329, 1.011], [-3.284, -2.824, 3.953], [-2.259, -1.875, 3.103], [-1.604, -4.140, 3.796], [-4.455, -0.934, 1.931], [-0.506, 0.643, 0.746], [-0.120, 0.890, -0.730], [0.907, 1.838, -0.751], [-1.529, -0.315, 0.790], [-0.837, 1.522, 1.296], [0.289, 0.228, 1.289], [-1.050, 1.239, -1.209], [0.230, -0.055, -1.143], [1.581, 1.502, -0.176], [-1.016, -1.133, 0.991], [-0.683, -5.480, -0.315], [0.392, -5.349, 0.817], [1.076, -6.567, 0.987], [-1.619, -4.348, -0.100], [-1.189, -6.478, -0.413], [-0.173, -5.195, -1.269], [-0.200, -5.147, 1.718], [1.030, -4.548, 0.586], [1.899, -6.273, 1.457], [-1.205, -3.580, -0.458], [3.335, -1.053, -5.216], [1.909, -1.209, -4.719], [1.839, -0.894, -3.342], [3.295, -1.220, -6.613], [3.902, -1.901, -4.801], [3.812, -0.189, -4.901], [1.530, -2.218, -4.844], [1.207, -0.477, -5.175], [1.697, 0.080, -3.271], [2.845, -2.005, -6.774], [-0.886, -2.469, -2.776], [-2.176, -1.844, -2.301], [-3.036, -1.699, -3.416], [-0.001, -2.617, -1.689], [-0.372, -1.715, -3.432], [-0.977, -3.425, -3.312], [-2.018, -1.009, -1.653], [-2.654, -2.576, -1.661], [-3.053, -2.528, -3.914], [0.692, -1.948, -1.655], [-2.238, 0.919, 4.260], [-2.939, 0.023, 5.254], [-2.021, -0.802, 5.817], [-3.206, 1.720, 3.695], [-1.633, 0.398, 3.529], [-1.627, 1.529, 5.028], [-3.656, -0.722, 4.748], [-3.457, 0.570, 6.033], [-2.501, -1.625, 6.088], [-3.121, 2.549, 4.098]],
  "homo_lumo_gap_ev": 9.38,
  "e_tot_ha": -3066.96086
}

=====

(4)
{
  "formula": "CH9N2O2",
  "method": "wB97M-V/def2-TZVPD",
  "species": ["N", "C", "N", "H", "H", "H", "H", "H", "H", "H", "O", "H", "H", "O"],
  "positions_angstrom": [[-1.222, -1.611, -0.651], [-0.484, -0.589, -0.294], [-0.828, 0.248, 0.644], [-2.095, -1.788, -0.176], [-0.824, -2.371, -1.181], [0.371, -0.278, -0.858], [-0.344, 1.080, 0.801], [-1.524, 0.024, 1.336], [-0.067, 3.576, -0.591], [-1.434, 3.319, 0.055], [-0.517, 3.017, 0.057], [3.074, -0.837, 0.763], [3.156, -1.758, -0.503], [2.588, -1.450, 0.206]],
  "total_charge": 1,
  "homo_lumo_gap_ev": 11.85,
  "e_tot_ha": -303.26955
}

=====

Strongest force on any atom across the listed records, respectively: 1.65; 6.39; 3.99; 2.02 eV/A.